No. 1
Entry from the Open Molecules 2025 dataset: a 9-piece molecular cluster, C49H111N13O9 overall (wB97M-V/def2-TZVPD).

Properties
**Energy relative to the best compared isomer or geometry (same formula, charge and spin)**: 25.45 kcal per mole
**HOMO-LUMO gap**: 8.51 eV
**SMILES**: CC1(C)CCCC(C)(C)N1O.CC1(C)CCCC(C)(C)N1O.CC1(C)CCCC(C)(C)N1O.CC1(C)CCCC(C)(C)N1O.CC1(C)CCCC(C)(C)N1O.NC(N)=O.NC(N)=O.NC(N)=O.NC(N)=O

CARTESIAN COORDINATES (ANGSTROEM)
C 1.9867 2.8958 5.0356
C 2.1529 4.1490 4.1075
C 0.8196 4.8468 4.0165
C 3.1989 5.2036 4.6757
C 4.6718 4.7397 4.4024
C 4.8248 4.4733 2.8897
C 3.8819 3.4215 2.2747
C 4.0070 3.5282 0.8177
C 4.3174 2.0441 2.6905
N 2.5074 3.8329 2.6451
O 1.5680 2.8326 2.1762
H 1.4719 3.1849 5.9471
H 1.3259 2.1036 4.6623
H 2.9472 2.4661 5.3558
H 0.6292 5.5307 4.8556
H 0.5822 5.4306 3.1149
H 0.0016 4.1735 4.0930
H 3.0975 6.1288 4.1475
H 2.8964 5.3161 5.6570
H 5.3768 5.4916 4.7975
H 4.8025 3.8447 4.9560
H 5.8650 4.2459 2.6722
H 4.6889 5.4587 2.3779
H 3.5964 4.4761 0.5553
H 3.5651 2.7938 0.2074
H 5.0629 3.6017 0.5524
H 4.0245 1.8055 3.7048
H 5.4033 1.8866 2.4829
H 3.8405 1.2836 2.0257
H 1.7953 2.0773 2.7595
C 6.1699 -1.0003 -0.7190
C 5.6076 -0.8005 -2.1745
C 5.7451 0.6557 -2.5648
C 6.4336 -1.5805 -3.1599
C 6.2032 -3.0941 -3.0975
C 4.7924 -3.2950 -3.3409
C 3.8886 -2.6788 -2.2419
C 2.4143 -2.8298 -2.6837
C 4.1242 -3.3553 -0.9123
N 4.2089 -1.2436 -2.3049
O 3.2871 -0.6159 -1.3630
H 6.2143 -2.0607 -0.4002
H 7.2094 -0.6568 -0.7725
H 5.5755 -0.4679 0.0505
H 6.7771 0.9550 -2.7545
H 5.1769 0.8809 -3.5058
H 5.2998 1.3140 -1.8573
H 6.1963 -1.1793 -4.1993
H 7.5082 -1.4269 -2.8874
H 6.8371 -3.6499 -3.8376
H 6.4886 -3.4678 -2.1276
H 4.5260 -4.3919 -3.3164
H 4.4746 -2.8586 -4.2664
H 2.0920 -2.0469 -3.4495
H 1.7627 -2.7904 -1.8158
H 2.1565 -3.8267 -3.1838
H 3.4911 -4.2883 -0.9129
H 3.8341 -2.8699 0.0057
H 5.1545 -3.6096 -0.7554
H 2.9436 0.1774 -1.7831
C 2.9187 -0.7772 5.0849
C 1.9387 -1.9032 4.8437
C 2.4707 -2.6582 3.6059
C 1.9330 -2.9944 5.9522
C 1.3479 -2.4219 7.2677
C -0.0819 -2.0835 7.0375
C -0.3590 -1.1253 5.8470
C -1.8651 -1.1744 5.4580
C 0.0221 0.2804 6.4452
N 0.5131 -1.5000 4.6392
O 0.3595 -0.5061 3.6565
H 2.7048 -0.0209 4.3381
H 2.7668 -0.2336 5.9783
H 3.9409 -1.1171 5.1038
H 3.5884 -2.8511 3.6529
H 2.0315 -3.6389 3.5465
H 2.2555 -2.1143 2.6876
H 1.2977 -3.8548 5.5716
H 2.9499 -3.3028 6.0839
H 1.4495 -3.1179 8.1024
H 1.8662 -1.5673 7.6227
H -0.6803 -1.8212 7.8643
H -0.5420 -3.0725 6.8314
H -1.9673 -0.4413 4.6447
H -2.4321 -0.9398 6.3975
H -2.2361 -2.1519 5.1197
H -0.4300 0.9753 5.7649
H 1.0958 0.2340 6.5110
H -0.3820 0.3894 7.4235
H -0.2265 -0.9955 3.0104
C -3.1026 -3.8834 -1.8908
C -2.3560 -3.6298 -3.2725
C -0.8502 -3.4280 -2.9862
C -2.4438 -4.7895 -4.2212
C -3.8561 -4.9120 -4.8533
C -4.2182 -3.6382 -5.6078
C -4.2346 -2.3642 -4.6430
C -4.4433 -1.1339 -5.5547
C -5.3320 -2.4444 -3.6004
N -2.8515 -2.3138 -4.0569
O -2.8702 -1.2685 -3.0811
H -3.5875 -3.0182 -1.4520
H -3.8831 -4.6371 -1.8070
H -2.2795 -4.2062 -1.2316
H -0.6494 -2.8169 -2.1313
H -0.3691 -4.3904 -2.7350
H -0.3790 -3.0333 -3.8953
H -1.7786 -4.6831 -5.0583
H -2.1913 -5.7369 -3.7680
H -3.8320 -5.7419 -5.5538
H -4.6192 -5.1573 -4.1461
H -5.2161 -3.6351 -6.1103
H -3.5404 -3.4528 -6.4308
H -5.3851 -1.2358 -6.1142
H -3.7642 -1.0772 -6.4251
H -4.4869 -0.1603 -4.9530
H -5.3186 -1.5238 -2.9884
H -5.0898 -3.3023 -3.0251
H -6.3407 -2.4169 -4.0882
H -1.9536 -0.7902 -3.0596
C -3.6718 2.0682 -3.2638
C -4.4209 3.2415 -2.6169
C -4.1913 4.4136 -3.5951
C -5.9676 2.9927 -2.4136
C -6.2390 2.0745 -1.2228
C -5.6813 2.7243 0.0174
C -4.2207 2.8313 -0.1118
C -3.6409 3.6222 1.1213
C -3.4912 1.4421 -0.0723
N -3.9306 3.6754 -1.3044
O -2.4819 3.8690 -1.4229
H -3.9356 1.0683 -2.8941
H -3.7288 2.0971 -4.3749
H -2.6097 2.0994 -3.1873
H -4.5531 5.3480 -3.1238
H -3.1547 4.4876 -3.8369
H -4.8223 4.3521 -4.4694
H -6.4830 3.9421 -2.1845
H -6.2278 2.5223 -3.4082
H -7.3082 1.9531 -1.0315
H -5.9121 0.9972 -1.3989
H -5.8069 2.2094 1.0121
H -6.2288 3.6834 0.0814
H -3.8473 4.7163 1.0765
H -2.4963 3.5364 1.0842
H -3.9806 3.2574 2.0589
H -2.4093 1.5600 -0.2823
H -4.0129 0.7385 -0.6889
H -3.4673 1.1309 0.9923
H -2.4719 4.7835 -1.2386
N 1.1475 0.5408 -4.4377
C -0.0316 -0.0573 -4.2692
N -0.6144 -0.6925 -5.3384
O -0.6753 0.0103 -3.1911
H 1.5135 0.7160 -5.4058
H 1.5893 0.9905 -3.6477
H -1.5180 -1.1759 -5.2216
H 0.0321 -0.9084 -6.0930
N 0.0019 3.0420 -2.7202
C 0.8754 2.7231 -1.6782
N 0.4754 2.9696 -0.4204
O 1.9722 2.1579 -1.9743
H 0.1933 2.4880 -3.5579
H -0.9204 3.3606 -2.5179
H 1.0607 3.0817 0.4157
H -0.3406 3.5134 -0.3280
N -3.4630 -3.1096 1.2729
C -4.7937 -3.1519 0.8773
N -5.4910 -1.9125 0.9147
O -5.4586 -4.1860 0.6816
H -2.9077 -2.2922 1.5009
H -3.0902 -3.9984 1.3801
H -5.0326 -1.0239 0.7341
H -6.4477 -1.8971 0.5511
N 0.6137 -0.2057 0.6716
C -0.6193 -0.8167 0.6277
N -1.1324 -0.8422 -0.6362
O -1.2409 -1.3194 1.5678
H 0.8626 -0.0163 1.6217
H 0.8271 0.4868 -0.0412
H -0.6156 -0.3883 -1.4054
H -1.9062 -1.3616 -0.9111

Forces on atoms 1 to 2 (eV/Å):
C 0.57 0.46 0.00
C 0.74 0.16 -1.04

***

No. 2
Entry from the Open Molecules 2025 dataset: a 12-piece molecular cluster, C49H112N8O9 overall (wB97M-V/def2-TZVPD).

Properties
**HOMO-LUMO gap**: 8.39 eV
**SMILES**: CCN(CC)CC.CCN(CC)CC.CCN(CC)CC.CNC(C)=O.CNC(C)=O.CNC(C)=O.CNC(C)=O.CNC(C)=O.C1CCOC1.C1CCOC1.C1CCOC1.C1CCOC1

CARTESIAN COORDINATES (ANGSTROEM)
C -0.2589 -2.0537 -1.3380
C 0.5836 -0.8012 -1.0295
N -0.1714 0.3980 -0.6335
C -1.1157 0.1488 0.4465
C -0.6034 -0.0857 1.8529
C 0.7157 1.4765 -0.4644
C 0.0473 2.7969 -0.0779
H -0.5462 -2.5609 -0.4399
H 0.3592 -2.7647 -1.9024
H -1.1891 -1.8236 -1.8510
H 1.3983 -0.9718 -0.3131
H 1.1481 -0.5307 -1.8761
H -1.8300 1.0482 0.4811
H -1.7784 -0.6640 0.1443
H -0.1917 0.8594 2.2589
H -1.3481 -0.3912 2.5515
H 0.2194 -0.8470 1.8353
H 1.3084 1.5421 -1.4063
H 1.4886 1.2621 0.2902
H -0.3037 2.7961 0.9520
H -0.8640 3.0291 -0.6101
H 0.7179 3.6041 -0.2200
C -0.0035 -4.9790 4.5618
C -0.0413 -3.7709 3.5711
N 1.2661 -3.1699 3.3796
C 2.2363 -4.0251 2.8309
C 1.8881 -4.5155 1.4090
C 1.8528 -2.4359 4.5104
C 0.8950 -1.4916 5.2256
H 0.7228 -5.7703 4.1878
H -0.9844 -5.4514 4.6002
H 0.2759 -4.6764 5.6142
H -0.4530 -4.1240 2.6697
H -0.7271 -3.0652 4.0201
H 2.3535 -4.9666 3.4526
H 3.2353 -3.5868 2.8055
H 0.9777 -5.0628 1.2635
H 2.5780 -5.2714 1.0138
H 1.8823 -3.7421 0.6687
H 2.2527 -3.1754 5.2387
H 2.7465 -1.9689 4.1435
H 0.1822 -2.0488 5.8387
H 1.3916 -0.8982 5.9528
H 0.3203 -0.8486 4.5264
C 0.2771 -6.3477 -1.2569
C -0.5343 -5.8385 -2.4752
N 0.1012 -4.7756 -3.2024
C -0.8235 -4.2599 -4.2117
C -1.3119 -5.1596 -5.3275
C 1.4125 -5.1102 -3.7563
C 2.0868 -3.9572 -4.4924
H 0.9748 -7.1445 -1.5598
H -0.4257 -6.7699 -0.5197
H 0.9375 -5.5568 -0.8094
H -0.5440 -6.7296 -3.1750
H -1.5796 -5.6452 -2.2928
H -1.7530 -3.9720 -3.6835
H -0.3898 -3.3492 -4.6777
H -0.5047 -5.2666 -6.0890
H -1.6001 -6.1323 -5.0334
H -2.2001 -4.6859 -5.8252
H 1.4458 -6.0031 -4.3486
H 2.0710 -5.3438 -2.9306
H 3.1564 -4.0968 -4.6591
H 2.0004 -3.0019 -4.0608
H 1.6609 -3.8318 -5.4813
C -3.0231 -3.3120 5.8112
N -3.2420 -2.9444 4.4173
C -3.2584 -3.9212 3.4333
C -3.2405 -3.2530 2.0453
O -3.1469 -5.1146 3.6139
H -2.0230 -2.9959 6.0986
H -3.0325 -4.3889 5.8933
H -3.7348 -2.8329 6.4556
H -3.2821 -1.9372 4.2578
H -4.0161 -2.4672 2.0454
H -3.4896 -4.0221 1.3077
H -2.2328 -2.8073 1.8031
C 3.3067 1.2101 3.0484
N 4.4081 0.9604 2.0971
C 4.9699 1.9214 1.3245
C 4.3651 3.2910 1.5052
O 5.8966 1.7245 0.5879
H 2.6478 2.0541 2.7655
H 3.6098 1.3713 4.0381
H 2.6651 0.3305 3.0100
H 4.5196 -0.0137 1.8026
H 4.4338 3.4142 2.5545
H 3.2978 3.2255 1.2011
H 4.8857 4.0591 0.9493
C 3.7682 -2.0009 -1.7459
N 4.4550 -3.0122 -0.9026
C 4.8202 -2.8425 0.3774
C 5.5904 -3.9238 1.1001
O 4.5836 -1.7865 0.9739
H 2.7096 -2.2029 -1.8891
H 4.2891 -1.7952 -2.6552
H 3.8943 -1.0741 -1.1195
H 4.6178 -3.8584 -1.3313
H 5.9259 -4.6911 0.4285
H 4.9867 -4.3076 1.9143
H 6.4105 -3.3751 1.4690
C -5.1118 -0.9273 -0.5808
N -4.8924 0.5181 -0.4164
C -4.9705 1.2195 0.7099
C -4.7665 2.7037 0.5368
O -5.3413 0.6865 1.7798
H -5.5593 -1.2847 0.4006
H -4.1603 -1.5032 -0.8154
H -5.8558 -1.1038 -1.4043
H -4.3286 1.0209 -1.1859
H -4.0739 3.0250 1.3570
H -5.6916 3.2881 0.6442
H -4.3995 3.0081 -0.4334
C -0.5698 0.0448 -4.1097
N -1.3664 0.8120 -3.1916
C -2.6460 1.1938 -3.3568
C -3.3623 0.8991 -4.6447
O -3.1941 1.7947 -2.4282
H -1.0429 0.2520 -5.0435
H -0.6228 -1.0524 -3.8824
H 0.4516 0.3701 -4.1419
H -1.0123 0.8807 -2.2486
H -3.5436 -0.1961 -4.7602
H -2.8224 1.1882 -5.5783
H -4.3505 1.3568 -4.6426
C -0.4178 5.6073 -3.7697
C 0.6360 6.5269 -3.2074
C 1.2013 5.6551 -2.0314
O 1.0509 4.2881 -2.4239
C 0.2442 4.2564 -3.6495
H -0.7071 5.9738 -4.7528
H -1.3344 5.6604 -3.1720
H 0.2032 7.5231 -2.9157
H 1.4374 6.6761 -3.9116
H 0.5846 5.7704 -1.0709
H 2.2153 6.0121 -1.8406
H -0.5068 3.4973 -3.5665
H 0.8920 4.0638 -4.4906
C 3.9789 3.0399 -3.8440
C 4.9329 2.9603 -2.6317
C 4.7488 1.5137 -2.3081
O 4.4432 0.8244 -3.5251
C 4.2753 1.7613 -4.5969
H 4.1507 3.9906 -4.3816
H 2.9255 3.0657 -3.5603
H 4.6939 3.6382 -1.8139
H 5.9233 3.2433 -3.0043
H 3.9274 1.4186 -1.6411
H 5.5945 1.0772 -1.7650
H 3.5101 1.5147 -5.3517
H 5.2200 1.9060 -5.1407
C -3.4316 1.5100 4.3622
C -1.9747 2.0539 4.5641
C -1.9328 3.0318 3.3634
O -3.1602 3.6709 3.4920
C -4.1796 2.8244 4.0669
H -3.8505 1.0101 5.2272
H -3.5518 0.7609 3.5752
H -1.3284 1.1837 4.3798
H -1.7530 2.4936 5.5850
H -1.7816 2.4258 2.4492
H -1.1740 3.7794 3.4072
H -4.9318 2.6244 3.3454
H -4.4593 3.2822 4.9975
C -3.6118 7.3498 1.2088
C -3.0154 7.2418 -0.1641
C -2.3871 5.8064 -0.1010
O -2.0675 5.5678 1.2538
C -2.6113 6.5908 2.0924
H -4.6271 6.9103 1.2659
H -3.6563 8.4564 1.4779
H -2.1957 8.0142 -0.3061
H -3.7499 7.5138 -0.9601
H -1.5238 5.6446 -0.7445
H -3.1079 5.0614 -0.4176
H -1.8988 7.2851 2.4512
H -3.0555 6.1217 2.9779

Forces on atoms 1 to 2 (eV/Å):
C 0.97 0.52 0.23
C -0.74 -0.14 0.89

***

Computed values of LUMO (unit: eV) for the preceding records, in sequence: 0.4 0.4.